Version one
14
Properties=species:S:1:pos:R:3 method="wB97M-V/def2-TZVPD" homo_ev=-8.1 homo_lumo_gap_ev=8.718 charge=0 smiles="CNC1=[PH]=CC=N1"
C -1.38 -1.53 1.33
N -0.76 -0.23 1.30
C 0.09 0.08 0.21
P 0.48 1.95 0.02
C 1.21 1.39 -1.62
C 1.10 0.06 -1.81
N 0.45 -0.63 -0.80
H -1.00 -2.09 2.10
H -2.44 -1.35 1.54
H -1.18 -1.98 0.41
H -1.22 0.50 1.85
H 1.81 2.32 0.57
H 1.61 2.05 -2.34
H 1.24 -0.54 -2.77

***

Version two
14
Properties=species:S:1:pos:R:3 method="wB97M-V/def2-TZVPD" homo_ev=-7.9 homo_lumo_gap_ev=8.640 charge=0 smiles="NP1C=CC=CN1"
N -2.07 0.19 -1.02
P -1.46 -0.02 0.56
C -0.18 1.29 0.61
C 1.13 1.11 0.35
C 1.70 -0.19 -0.05
C 1.06 -1.34 -0.08
N -0.57 -1.41 0.41
H -1.90 1.12 -1.37
H -2.99 -0.19 -1.19
H -0.29 2.31 0.97
H 1.81 1.83 0.47
H 2.67 -0.37 -0.35
H 1.49 -2.23 -0.40
H -0.39 -2.10 1.07

***

Version three
14
Properties=species:S:1:pos:R:3 method="wB97M-V/def2-TZVPD" homo_ev=-7.9 homo_lumo_gap_ev=7.664 charge=0
C 0.82 -1.46 -1.00
C -0.29 -0.86 -0.49
C -1.70 -1.26 -0.92
C 0.86 1.99 1.38
N -0.25 0.34 0.10
N 0.88 0.73 0.52
P 2.38 0.22 0.03
H 0.87 -2.52 -1.21
H -1.95 -1.15 -1.91
H -2.45 -0.63 -0.39
H -1.71 -2.32 -0.73
H -0.08 2.50 1.14
H 1.04 1.68 2.40
H 1.58 2.76 1.08

***

Relative energies in eV: version one 0.000; version two 0.084; version three 2.544

***

Version one
8
Properties=species:S:1:pos:R:3 method="wB97M-V/def2-TZVPD" homo_ev=-10.5 homo_lumo_gap_ev=11.132 charge=0 smiles=CC#CC#N
C -1.45 0.25 -0.05
C -0.01 0.40 -0.06
C 1.19 0.25 -0.04
C 2.41 -0.37 0.07
N 3.34 -1.06 0.19
H -2.02 1.17 -0.23
H -1.74 -0.16 0.93
H -1.72 -0.48 -0.82

***

Version two
8
Properties=species:S:1:pos:R:3 method="wB97M-V/def2-TZVPD" homo_ev=-10.6 homo_lumo_gap_ev=11.094 charge=0 smiles=C#CCC#N
C 1.71 0.71 -0.01
C 0.67 0.11 0.05
C -0.54 -0.72 0.16
C -1.62 0.17 -0.27
N -1.77 1.26 -0.64
H 2.71 1.09 0.00
H -0.69 -1.03 1.20
H -0.46 -1.59 -0.48

***

Relative energies in eV: version one 0.000; version two 0.777

***

Version one
8
Properties=species:S:1:pos:R:3 method="wB97M-V/def2-TZVPD" homo_ev=-9.6 homo_lumo_gap_ev=9.610 charge=0
C 0.62 -1.57 -0.83
C 0.29 -0.54 -0.29
C -0.62 0.61 0.37
C 0.35 1.79 0.82
N 1.14 1.01 0.35
H 0.64 -2.54 -1.30
H -1.12 0.23 1.26
H -1.31 1.01 -0.37

***

Version two
8
Properties=species:S:1:pos:R:3 method="wB97M-V/def2-TZVPD" homo_ev=-8.5 homo_lumo_gap_ev=9.256 charge=0 smiles="C#CC=C=N"
C 0.79 -1.42 -0.90
C -0.24 -0.94 -0.51
C -1.14 -0.04 0.10
C -0.38 0.95 0.51
N 0.51 1.76 0.56
H 1.54 -2.01 -1.33
H -2.19 -0.19 0.23
H 1.11 1.89 1.35

***

Relative energies in eV: version one 2.686; version two 0.000